Density functional theory data (the ωB97M-V functional and the def2-TZVPD basis) for the molecule C15H19N5O2S at a distorted geometry.

Maximum force ... 1.8 eV/Å
Calculated total energy ... -1405.4072 Ha
SMILES string ... Cc1cc(C)cc(-n2nnnc2SCC(=O)N2CCOCC2)c1
ΔE to the lowest compared entry with this formula, charge and spin ... 27.7 kcal/mol
Highest occupied orbital energy ... -9.013 eV
HOMO-LUMO gap ... 9.349 eV

Last column: natural (NBO) charge in e.
Element x y z (Å)
C (4.86268, 0.59788, -2.03308)  -0.629
C (3.85566, 0.36916, -0.94920)  0.016
C (3.64435, 1.33439, 0.02888)  -0.222
C (2.71493, 1.15229, 1.04347)  0.024
C (2.53167, 2.19144, 2.10606)  -0.631
C (1.97547, -0.02220, 1.07718)  -0.265
C (2.16464, -0.97976, 0.09187)  0.222
N (1.41998, -2.16551, 0.08520)  -0.229
N (1.86267, -3.29104, -0.49946)  -0.063
N (0.96975, -4.17516, -0.37192)  -0.039
N (-0.08607, -3.71852, 0.27726)  -0.323
C (0.17947, -2.46276, 0.56972)  0.161
S (-0.86734, -1.37610, 1.41190)  0.268
C (-2.47501, -2.18021, 1.08165)  -0.615
C (-3.11606, -1.58859, -0.16449)  0.667
O (-3.23027, -2.25162, -1.17484)  -0.607
N (-3.55568, -0.31208, -0.08593)  -0.440
C (-3.38199, 0.62680, 0.99905)  -0.242
C (-2.46361, 1.76572, 0.52984)  -0.081
O (-2.98056, 2.39560, -0.61682)  -0.521
C (-3.14144, 1.47681, -1.67573)  -0.078
C (-4.07823, 0.33315, -1.27690)  -0.258
C (3.10413, -0.79449, -0.91507)  -0.243
H (4.47607, 1.31721, -2.75501)  0.225
H (5.78424, 1.00300, -1.62048)  0.221
H (5.08610, -0.32711, -2.55723)  0.221
H (4.22318, 2.24655, 0.00228)  0.209
H (1.55962, 2.09294, 2.58239)  0.215
H (2.62310, 3.19106, 1.68780)  0.221
H (3.29914, 2.07710, 2.87177)  0.225
H (1.27006, -0.19086, 1.87642)  0.217
H (-3.08934, -2.05123, 1.97136)  0.241
H (-2.26795, -3.23523, 0.90528)  0.296
H (-2.95839, 0.15499, 1.88245)  0.208
H (-4.36422, 1.04352, 1.25278)  0.204
H (-2.38868, 2.53778, 1.29696)  0.196
H (-1.46126, 1.35916, 0.32282)  0.174
H (-3.55546, 2.04254, -2.51108)  0.200
H (-2.16355, 1.06214, -1.96442)  0.170
H (-4.14263, -0.41219, -2.06983)  0.255
H (-5.07442, 0.73004, -1.05606)  0.195
H (3.23527, -1.56660, -1.65685)  0.237